(a)
A gas-phase ion, C11H21N2O (charge +1). Source: OMol25; level of theory: ωB97M-V with the def2-TZVPD basis set.

Each line ends with the Löwdin charge.
Positions of all 35 atoms, in Å:
C (0.183, -1.619, -2.007)  -0.001
C (-0.150, -1.095, -0.559)  -0.433
C (0.507, -1.893, 0.559)  -0.002
C (-1.710, -1.300, -0.536)  -0.032
N (0.320, 0.350, -0.556)  -0.051
C (0.001, 1.332, 0.634)  -0.537
C (-1.433, 1.077, 1.072)  -0.013
C (0.924, 1.019, 1.815)  -0.012
C (0.332, 2.676, 0.142)  -0.049
C (-0.400, 0.918, -1.815)  -0.090
N (0.361, 1.426, -2.624)  0.190
C (1.731, 1.054, -2.390)  -0.374
O (2.639, 1.185, -3.153)  0.198
C (1.779, 0.515, -0.946)  -0.012
H (1.082, -1.159, -2.271)  0.051
H (0.372, -2.632, -2.065)  0.081
H (-0.563, -1.411, -2.819)  0.131
H (0.050, -1.743, 1.523)  0.083
H (1.511, -1.704, 0.749)  0.061
H (0.521, -2.990, 0.348)  0.128
H (-2.382, -0.555, -0.907)  0.076
H (-1.747, -2.241, -1.078)  0.101
H (-2.094, -1.525, 0.422)  0.071
H (-2.292, 1.266, 0.355)  0.119
H (-1.541, 0.015, 1.215)  0.048
H (-1.599, 1.777, 1.933)  0.128
H (0.492, 0.148, 2.314)  0.075
H (0.843, 1.924, 2.474)  0.125
H (1.999, 0.708, 1.470)  0.128
H (1.456, 2.922, 0.173)  0.122
H (0.166, 2.814, -0.967)  0.093
H (-0.239, 3.530, 0.753)  0.165
H (-1.449, 0.807, -2.145)  0.177
H (2.415, -0.327, -0.721)  0.150
H (2.226, 1.264, -0.309)  0.106

## Properties
Kohn-Sham gap = 0.3769 hartree
charge = +1

***

(b)
A gas-phase ion, C11H21N2O (charge +1). Source: OMol25; level of theory: ωB97M-V with the def2-TZVPD basis set.

Each line ends with the Löwdin charge.
Positions of all 35 atoms, in Å:
C (1.443, 2.497, 1.114)  -0.041
N (1.018, 1.131, 1.014)  -0.001
C (0.181, 0.483, 0.001)  -0.179
C (-0.918, -0.446, 0.342)  -0.123
C (-2.301, -0.124, -0.250)  -0.651
C (-2.702, 1.191, 0.323)  -0.064
C (-3.323, -1.073, 0.340)  -0.041
C (-2.192, -0.118, -1.749)  -0.032
N (1.597, 0.101, 0.176)  -0.056
C (1.815, -1.183, 0.992)  -0.032
C (2.589, -1.957, -0.025)  -0.188
C (3.421, -1.029, -0.793)  -0.071
C (2.669, 0.353, -0.834)  -0.293
O (2.812, 1.312, -1.490)  0.218
H (0.740, 3.103, 1.710)  0.110
H (2.502, 2.474, 1.490)  0.121
H (1.403, 3.070, 0.195)  0.081
H (0.025, 1.111, -0.948)  0.188
H (-0.978, -0.456, 1.511)  0.180
H (-0.615, -1.361, -0.166)  0.140
H (-3.614, 1.685, -0.160)  0.128
H (-1.799, 1.898, 0.208)  0.102
H (-2.869, 1.101, 1.397)  0.092
H (-3.451, -1.999, -0.408)  0.139
H (-3.038, -1.216, 1.392)  0.097
H (-4.279, -0.722, 0.275)  0.048
H (-2.839, 0.667, -2.169)  0.101
H (-2.525, -1.084, -2.266)  0.123
H (-1.240, 0.179, -2.039)  0.037
H (0.773, -1.490, 1.110)  0.102
H (2.431, -0.903, 1.900)  0.173
H (2.004, -2.590, -0.701)  0.138
H (3.308, -2.577, 0.577)  0.150
H (3.589, -1.377, -1.799)  0.134
H (4.364, -0.650, -0.272)  0.171

## Properties
Kohn-Sham gap = 0.3852 hartree
charge = +1

***

Stability summary: most stable (a), least stable (b).

***

(a)
2 unconnected molecules or ions with the total composition C4H7N3O2. Source: OMol25; level of theory: ωB97M-V with the def2-TZVPD basis set.

Each line ends with the Löwdin charge.
Positions of all 16 atoms, in Å:
C (1.357, -0.659, -0.578)  -0.091
C (1.041, 0.725, -0.486)  -0.533
C (-0.950, -0.662, -0.340)  -0.345
N (-1.136, -1.598, 0.597)  0.131
C (-0.481, 1.987, 0.866)  0.016
O (1.634, -1.416, 0.562)  -0.041
N (0.120, 0.898, 0.621)  -0.015
N (-1.647, -0.202, -1.242)  0.160
O (1.181, 1.580, -1.361)  0.040
H (1.824, -0.850, 1.318)  0.104
H (1.805, -1.047, -1.484)  0.128
H (-0.289, -1.837, 1.109)  0.085
H (-1.694, -2.381, 0.281)  0.118
H (-1.270, 0.543, -1.825)  0.075
H (-1.148, 2.048, 1.721)  0.081
H (-0.347, 2.870, 0.242)  0.087

## Properties
Kohn-Sham gap (alpha / beta) = 0.2882 / 0.2883 hartree

***

(b)
2 unconnected molecules or ions with the total composition C4H7N3O2. Source: OMol25; level of theory: ωB97M-V with the def2-TZVPD basis set.

Each line ends with the Löwdin charge.
Positions of all 16 atoms, in Å:
C (-1.193, -1.664, 0.020)  -0.011
C (-0.107, -0.556, -0.013)  -0.264
C (2.346, -0.560, -0.202)  -0.262
C (-0.184, 1.937, -0.306)  -0.267
H (-2.008, -1.445, -0.811)  0.129
H (-0.558, -2.544, -0.306)  0.097
H (-1.688, -1.692, 0.990)  0.067
H (3.120, -1.564, -0.910)  0.217
H (-2.326, 0.563, 1.252)  0.177
H (-0.965, 2.731, -0.596)  0.149
H (1.646, 1.724, 0.338)  -0.003
N (1.064, -0.935, -0.305)  0.083
N (-0.711, 0.737, 0.037)  -0.103
N (1.012, 2.253, -0.223)  0.148
O (2.606, 0.310, 0.768)  -0.118
O (-2.054, 0.704, 0.268)  -0.040

## Properties
Kohn-Sham gap = 0.3390 hartree

***

Stability summary: most stable (a), least stable (b).

***

(a)
A single C4H7N3O2 molecule. Source: OMol25; level of theory: ωB97M-V with the def2-TZVPD basis set.

Each line ends with the Löwdin charge.
Positions of all 16 atoms, in Å:
O (2.086, -1.120, -2.328)  0.089
N (1.489, -0.325, -1.681)  -0.381
O (1.305, 0.867, -1.916)  0.046
C (0.942, -0.793, -0.303)  -0.168
N (-0.687, -1.444, -0.679)  0.162
C (-1.570, -0.805, -0.108)  -0.210
C (-1.437, 0.363, 0.840)  -0.142
C (-0.106, 1.115, 0.721)  -0.192
N (1.021, 0.174, 0.684)  -0.013
H (1.548, -1.768, -0.208)  0.160
H (-2.515, -1.076, -0.250)  0.064
H (-2.061, 1.186, 0.549)  0.102
H (-1.621, 0.127, 1.889)  0.116
H (-0.174, 1.698, -0.228)  0.120
H (0.111, 1.724, 1.532)  0.095
H (1.668, 0.077, 1.485)  0.151

## Properties
Kohn-Sham gap = 0.3550 hartree

***

(b)
A molecular structure, C4H7N3O2. Source: OMol25; level of theory: ωB97M-V with the def2-TZVPD basis set.

Each line ends with the Löwdin charge.
Positions of all 16 atoms, in Å:
C (-1.819, -0.418, -0.262)  -0.449
C (1.873, 0.665, -0.841)  -0.164
C (1.326, 1.278, 0.464)  -0.188
C (1.666, 0.172, 1.567)  0.035
H (-3.622, 0.394, -0.997)  0.152
H (-1.678, 1.145, -1.508)  0.132
H (-0.140, -1.491, -0.146)  0.162
H (2.554, -0.245, -0.278)  0.109
H (2.377, 1.313, -1.713)  0.136
H (0.799, 2.399, 0.795)  0.188
H (1.335, 0.117, 2.879)  0.205
N (-2.536, 0.466, -1.245)  0.050
N (-0.453, -0.564, -0.589)  0.011
N (0.402, 0.587, -0.699)  -0.072
O (-2.439, -1.081, 0.731)  -0.083
O (2.214, -1.073, 0.910)  -0.225

## Properties
Kohn-Sham gap = 0.2910 hartree

***

Stability summary: most stable (a), least stable (b).

***

(a)
2 unconnected molecules or ions with the total composition C5H9Br2N2S. Source: OMol25; level of theory: ωB97M-V with the def2-TZVPD basis set.

Each line ends with the Löwdin charge.
Positions of all 19 atoms, in Å:
C (-0.880, 0.249, -0.650)  -0.424
C (-1.905, -0.433, -0.194)  -0.873
C (0.347, -1.578, 0.227)  -0.895
C (-0.870, 1.621, -1.144)  -0.027
C (1.552, 0.583, -0.038)  0.038
N (0.806, -0.880, 2.402)  0.098
N (0.422, -0.391, -0.611)  -0.157
S (-1.335, -2.101, 0.234)  0.923
Br (-3.803, -0.225, -0.110)  0.819
Br (1.857, -2.832, -0.233)  0.732
H (-0.035, 2.171, -0.756)  0.069
H (-1.871, 2.081, -0.911)  0.107
H (-1.120, 1.794, -2.239)  0.133
H (1.106, 1.118, 0.878)  0.134
H (2.432, 0.040, 0.258)  0.078
H (1.794, 1.186, -0.848)  0.073
H (0.127, -0.097, 2.461)  0.014
H (0.530, -1.745, 2.797)  -0.018
H (0.846, -0.561, -1.523)  0.173

## Properties
Kohn-Sham gap (alpha / beta) = 0.2849 / 0.2849 hartree
charge = +1

***

(b)
A gas-phase ion, C5H9Br2N2S (charge +1). Source: OMol25; level of theory: ωB97M-V with the def2-TZVPD basis set.

Each line ends with the Löwdin charge.
Positions of all 19 atoms, in Å:
C (-0.388, 0.184, 1.198)  -0.397
C (-1.304, 0.911, 0.495)  -0.997
C (-0.597, 1.712, -2.137)  -1.063
C (-0.206, 0.347, 2.764)  -0.010
C (0.407, -1.433, -0.521)  -0.070
N (-0.704, 1.785, -3.412)  0.076
N (0.500, -0.744, 0.720)  -0.017
S (-1.717, 0.770, -1.207)  0.936
Br (-2.412, 2.153, 1.477)  0.731
Br (0.786, 2.551, -1.261)  0.939
H (0.135, 1.377, 2.987)  0.096
H (0.473, -0.359, 3.042)  0.037
H (-1.270, 0.154, 3.098)  0.097
H (0.851, -2.350, -0.288)  0.083
H (-0.621, -1.536, -0.794)  0.058
H (1.043, -0.828, -1.234)  0.107
H (-1.497, 1.256, -3.920)  0.192
H (-0.050, 2.412, -3.871)  0.127
H (1.113, -0.987, 1.372)  0.076

## Properties
Kohn-Sham gap = 0.2786 hartree
charge = +1

***

Stability summary: most stable (b), least stable (a).

***

(a)
A gas-phase ion, C5H9N2S (charge +1). Source: OMol25; level of theory: ωB97M-V with the def2-TZVPD basis set.

Each line ends with the Löwdin charge.
Positions of all 17 atoms, in Å:
C (-0.327, -1.496, -0.005)  -0.067
C (-0.894, -0.998, 1.111)  -0.091
C (0.406, -0.720, -1.083)  -0.152
C (-0.562, 0.447, 1.344)  -0.519
C (0.296, 1.010, 0.256)  -0.180
N (1.441, -1.337, -1.666)  0.149
N (0.347, 2.151, -0.082)  0.170
S (-2.114, 1.570, 1.528)  0.801
H (-0.582, -2.575, -0.357)  0.158
H (-1.260, -1.639, 1.847)  0.103
H (-0.258, -0.082, -1.698)  0.145
H (-0.122, 0.526, 2.340)  0.122
H (1.930, -0.877, -2.439)  0.142
H (1.994, -1.837, -1.085)  0.079
H (-2.371, 1.484, 2.801)  -0.150
H (0.918, 2.628, -0.728)  0.134
H (-0.268, 2.808, 0.612)  0.157

## Properties
Kohn-Sham gap = 0.3332 hartree
charge = +1

***

(b)
A gas-phase ion, C5H9N2S (charge +1). Source: OMol25; level of theory: ωB97M-V with the def2-TZVPD basis set.

Each line ends with the Löwdin charge.
Positions of all 17 atoms, in Å:
C (-1.783, 0.545, 0.189)  -0.672
C (3.116, 1.257, 0.794)  0.080
C (2.056, 0.829, 0.196)  -0.115
C (0.988, 0.360, -0.389)  -0.564
C (0.924, -0.896, -1.212)  -0.098
N (-1.623, -0.572, 0.883)  0.179
N (-2.994, 1.045, -0.014)  0.144
S (-0.464, 1.445, -0.494)  1.098
H (3.840, 1.868, 0.280)  0.085
H (3.335, 1.010, 1.822)  0.085
H (-0.692, -0.913, 1.070)  0.120
H (1.563, -0.799, -2.090)  0.094
H (-0.088, -1.090, -1.556)  0.068
H (1.279, -1.755, -0.646)  0.091
H (-2.397, -1.058, 1.311)  0.142
H (-3.816, 0.621, 0.390)  0.139
H (-3.123, 1.860, -0.593)  0.123

## Properties
Kohn-Sham gap = 0.3711 hartree
charge = +1

***

Stability summary: most stable (b), least stable (a).

***

(a)
2 unconnected molecules or ions with the total composition C6H12OS. Source: OMol25; level of theory: ωB97M-V with the def2-TZVPD basis set.

Each line ends with the Löwdin charge.
Positions of all 20 atoms, in Å:
C (0.872, 2.002, -0.792)  -0.147
C (0.456, 0.668, -1.396)  -0.542
C (-1.134, 0.765, -1.536)  -0.323
C (0.090, -0.933, 1.205)  -0.735
C (-0.673, -2.228, 1.140)  -0.216
C (0.322, -0.107, 2.341)  -0.028
H (1.863, 2.218, -0.734)  0.038
H (0.268, 2.709, -1.280)  0.037
H (0.562, 2.153, 0.308)  0.104
H (0.883, 0.453, -2.263)  0.031
H (-0.956, 1.899, -2.105)  0.154
H (-1.845, -0.073, -2.239)  0.172
H (-2.214, -0.464, 0.352)  0.333
H (-1.442, -2.490, 0.292)  0.082
H (-0.911, -2.809, 2.187)  0.118
H (0.278, -2.981, 0.642)  0.130
H (0.959, 0.880, 2.430)  0.089
H (-0.579, -0.069, 3.035)  0.066
O (-1.864, 1.033, -0.320)  -0.227
S (1.154, -0.668, -0.240)  0.865

## Properties
Kohn-Sham gap = 0.2731 hartree

***

(b)
2 unconnected molecules or ions with the total composition C6H12OS. Source: OMol25; level of theory: ωB97M-V with the def2-TZVPD basis set.

Each line ends with the Löwdin charge.
Positions of all 20 atoms, in Å:
C (-1.478, -0.324, 1.438)  -0.149
C (-0.419, -0.357, 0.407)  -0.887
C (0.937, -0.526, 0.975)  -0.353
C (-0.549, 1.105, -0.196)  -0.278
C (0.526, 1.482, -1.295)  -0.093
C (0.447, 2.289, 0.126)  -0.035
H (-1.289, 0.385, 2.198)  0.071
H (-2.348, -0.011, 0.995)  0.034
H (-1.897, -1.358, 1.964)  0.149
H (0.096, -2.632, 0.195)  0.123
H (1.067, 0.094, 1.981)  0.165
H (1.153, -1.617, 1.313)  0.110
H (1.966, -0.442, -0.857)  0.195
H (-1.473, 1.384, -0.610)  0.104
H (0.108, 1.882, -2.277)  0.116
H (1.462, 1.028, -1.387)  0.028
H (1.024, 2.007, 0.956)  0.057
H (-0.087, 3.274, 0.144)  0.100
O (2.110, -0.171, 0.244)  -0.163
S (-0.841, -1.540, -0.956)  0.707

## Properties
Kohn-Sham gap = 0.3295 hartree

***

Stability summary: most stable (b), least stable (a).